Below is C32H27BrCeCl2N6O3 as an isolated structure in a non-equilibrium geometry, with properties calculated with ωB97M-V/def2-TZVPD.

The geometry in XYZ format:
```
72
C32H27BrCeCl2N6O3 (ωB97M-V/def2-TZVPD)
Ce -8.148 9.595 15.760
O -8.761 11.525 15.423
C -8.520 12.810 15.104
C -9.233 13.905 15.621
C -8.792 15.161 15.287
C -7.748 15.386 14.381
C -7.139 14.283 13.800
C -7.434 12.982 14.169
C -6.704 11.870 13.600
N -6.760 10.649 13.982
C -5.979 9.710 13.114
C -6.937 8.591 12.705
N -7.804 8.086 13.830
C -8.301 6.951 13.573
C -9.082 6.063 14.486
C -9.614 4.819 14.023
C -10.486 4.097 14.784
C -10.777 4.504 16.095
C -10.317 5.746 16.555
C -9.473 6.539 15.712
O -9.137 7.762 16.131
H -10.017 13.799 16.386
H -9.237 15.985 15.820
H -7.428 16.447 14.146
H -6.368 14.306 12.985
H -6.025 12.079 12.802
H -5.189 9.219 13.789
H -5.450 10.210 12.277
H -6.284 7.803 12.479
H -7.563 8.785 11.880
H -8.155 6.459 12.589
H -9.294 4.441 13.046
H -10.952 3.183 14.383
H -11.401 3.920 16.675
H -10.605 6.158 17.507
O -5.682 12.891 20.980
C -6.289 12.344 19.907
C -6.207 12.844 18.603
C -6.744 12.047 17.585
N -7.548 10.981 17.824
C -7.637 10.526 19.090
Br -8.725 9.097 19.363
C -7.020 11.172 20.196
H -5.389 13.837 20.784
H -5.563 13.690 18.410
H -6.583 12.359 16.553
H -7.182 10.752 21.147
N -1.849 1.092 14.736
C -2.337 2.036 15.186
C -2.825 3.276 15.724
C -2.299 4.489 15.392
C -2.800 5.670 15.855
C -4.002 5.620 16.577
C -4.535 4.385 16.937
C -3.870 3.249 16.596
N -4.661 6.893 16.786
C -4.123 7.901 17.508
C -4.978 8.974 17.349
N -6.069 8.527 16.519
C -5.816 7.241 16.202
H -1.399 4.623 14.762
H -2.225 6.615 15.598
H -5.429 4.205 17.613
H -4.229 2.261 17.006
H -3.171 7.768 18.012
H -5.023 9.983 17.731
H -6.358 6.490 15.728
Cl -11.101 9.347 14.300
C -11.073 11.043 13.602
Cl -10.058 11.082 12.131
H -10.703 11.706 14.341
H -12.069 11.267 13.270
```

Properties
Energy above the lowest of the compared OMol25 structures with the same formula, charge and spin, kcal/mol: 29.7
Total charge: +2
Multiplicity: 1